Record 1
Entry from OMol25: a cluster of 4 separate species, C21H37BrN3O12S in total at a distorted geometry (wB97M-V/def2-TZVPD).

Each line ends with the Mulliken charge.
Positions of all 75 atoms, in Å:
Br 4.2302 -1.5655 1.9253  -0.161
S 0.5309 -1.5763 -3.3984  1.284
O 0.1106 -0.4974 -4.2381  -0.661
O 3.4713 -3.9477 -0.4307  -0.564
O -1.7928 4.0517 6.8731  -0.517
O -3.3915 5.1322 5.7080  -0.339
O -4.7591 2.6752 -1.4192  -0.543
O -1.6797 4.2067 4.6280  -0.303
O -0.0540 -2.9486 -3.9224  -0.498
O 1.9372 -1.7545 -3.1946  -0.569
O 5.1551 -5.3251 0.1343  -0.344
O 5.5497 -3.6125 -1.2159  -0.273
O -2.9581 1.6926 -2.3406  -0.239
O -4.6938 2.2022 -3.6263  -0.353
N -2.1194 -0.4810 0.1319  -0.009
N -0.1952 -0.4304 1.4757  -0.130
N -1.3675 1.5259 1.0849  -0.285
C -2.2507 4.4315 5.8494  0.613
C 1.8799 1.1219 1.4436  -1.020
C -3.6393 1.8095 -4.5406  0.489
C -2.0876 -1.9288 -0.1450  -0.952
C 6.8370 -4.1281 -0.8447  -0.456
C -1.2572 0.1761 0.8635  0.094
C -0.4375 1.7784 2.2329  -0.961
C -4.9295 5.6821 3.9133  -1.445
C -2.6405 4.5759 3.6302  -0.501
C 6.4981 -5.5269 -0.3622  0.492
C 0.5928 0.6462 2.1622  0.325
C 2.7111 -1.2532 0.7684  -0.418
C -2.7260 1.0469 -3.6033  -0.395
C -0.3332 -1.2814 -1.8716  1.038
C 4.6184 -4.2706 -0.4993  0.624
C -4.2067 2.2450 -2.3776  0.599
C -4.1867 1.0230 -5.6999  -1.471
C 2.5558 0.2162 0.4041  -0.997
C -3.4914 5.6046 4.3513  0.449
C 7.3935 -6.0810 0.7126  -1.428
C -1.0180 -2.4319 -1.1532  -0.357
H -3.2226 3.6902 3.3576  0.291
H -3.0800 -2.1668 -0.5214  0.436
H -0.2668 -3.0263 -0.6324  0.378
H 1.8642 -1.6639 1.3037  0.272
H -5.4393 4.7409 4.1206  0.364
H -1.5126 -3.0817 -1.8734  0.484
H -0.0501 2.7931 2.1761  0.459
H -4.9851 5.8911 2.8444  0.372
H 2.0672 0.3147 -0.5649  0.263
H -1.0915 2.0033 0.2268  0.347
H 7.1113 -7.1014 0.9656  0.354
H -3.0168 6.5884 4.3089  0.292
H -2.8966 0.0599 -0.2285  0.220
H 3.5581 0.6208 0.2488  0.654
H 6.4291 -6.2162 -1.2077  0.259
H 7.5029 -4.1031 -1.7021  0.304
H 0.8342 0.3795 3.1897  0.562
H -5.4532 6.4734 4.4461  0.364
H 7.2411 -3.5068 -0.0423  0.279
H -0.5351 -1.1271 2.1354  0.371
H -2.1324 4.9666 2.7515  0.363
H 1.6864 2.0860 0.9642  0.404
H -1.9836 -2.4631 0.8001  0.306
H -3.3654 0.6109 -6.2866  0.379
H 0.6977 -3.5157 -4.1671  0.360
H -4.7901 1.6567 -6.3467  0.378
H 7.3193 -5.4749 1.6158  0.347
H -4.8166 0.2079 -5.3425  0.371
H -1.0548 1.7334 3.1315  0.269
H -1.6704 1.1028 -3.8531  0.283
H 2.6131 1.3164 2.2293  0.439
H 0.4546 -0.8954 -1.2317  -1.028
H -3.0219 -0.0024 -3.5024  0.230
H -3.1511 2.7235 -4.8866  0.303
H 2.8885 -1.8694 -0.1093  0.301
H 8.4283 -6.0844 0.3693  0.380
H -1.0157 -0.4638 -2.0958  -0.229

Atoms 1-2, force components in eV/Å:
Br 0.2 0.1 0.2
S 0.8 0.8 -0.3

## Properties
- Net charge: +1
- LUMO: -2.9 eV
- Highest occupied orbital energy: -12.27 eV
- Orbital gap: 9.4 eV


Record 2
Entry from OMol25: a structure of composition C21H37Cl2N2NiO4 at a distorted geometry (wB97M-V/def2-TZVPD).

Each line ends with the natural charge from an NBO analysis.
Positions of all 67 atoms, in Å:
Ni -2.1037 1.0029 0.1628  1.251
Cl -3.7510 0.1799 1.1922  -0.716
Cl -0.1319 1.7496 0.0914  -0.636
O -0.6898 -2.4508 0.4267  -0.654
O 2.6073 -1.2847 -0.1691  -0.679
O 0.3900 -0.4652 -3.0351  -0.899
O 0.6421 0.1697 2.3430  -0.540
N 3.0265 0.7613 -1.1437  -0.433
N -0.1461 -4.2067 -0.9488  -0.444
C 0.1240 4.0684 -5.1275  -0.272
C 2.1898 -1.1652 3.6987  -0.637
C 0.8107 -4.7771 -1.8804  -0.399
C -1.0494 -5.1309 -0.2905  -0.418
C -0.5004 3.0262 -5.8272  -0.226
C 2.7280 -0.5599 -1.1617  0.553
C 3.4329 1.4119 0.0867  -0.418
C -0.6863 0.2699 -3.1994  0.152
C 0.4492 3.8902 -3.7761  -0.160
C -0.7349 1.7967 -5.2005  -0.217
C -0.4048 1.6347 -3.8554  -0.025
C 3.2368 1.4776 -2.3860  -0.414
C -0.0685 0.9770 3.2946  -0.072
C -1.2627 0.3271 3.9573  -0.659
C 0.9897 -1.1388 2.7773  -0.073
C 0.1568 2.6798 -3.1400  -0.268
C -2.6439 1.5246 -1.9045  -0.343
C -1.9312 0.3362 -2.0703  0.032
C -4.1245 1.6385 -1.7351  -0.660
C -2.5621 -0.9931 -1.9827  -0.718
C -0.0311 -2.9303 -0.4975  0.532
H 0.3492 2.5449 -2.0671  0.249
H -4.5553 2.2006 -2.5699  0.212
H 3.1061 0.7912 0.9264  0.249
H 3.0606 -0.7160 3.2092  0.210
H -3.4656 -1.0545 -2.6174  0.211
H -2.1169 2.4564 -2.1280  0.232
H -2.8702 -1.2338 -0.9496  0.246
H 4.2809 1.3817 -2.7236  0.166
H 1.5228 -5.4367 -1.3602  0.177
H 1.2202 -1.6750 1.8537  0.228
H 1.9824 -0.6463 4.6400  0.187
H 0.9267 4.6787 -3.2006  0.190
H -1.9463 -0.0884 3.2025  0.238
H -1.8484 -1.7574 -2.3223  0.243
H -0.5117 -5.7747 0.4202  0.179
H 0.3393 5.0104 -5.6284  0.197
H 2.4217 -2.2085 3.9196  0.200
H -4.5883 0.6484 -1.6786  0.221
H 2.5733 1.0560 -3.1475  0.255
H -1.8110 -4.5583 0.2409  0.242
H -4.3530 2.1729 -0.8051  0.220
H 1.3588 -3.9679 -2.3749  0.232
H -1.1758 0.9599 -5.7474  0.205
H 3.0106 2.5401 -2.2464  0.198
H -1.8195 1.0892 4.5141  0.205
H 0.6564 1.3106 4.0585  0.146
H -1.5150 -5.7787 -1.0400  0.183
H 2.5930 -0.9491 -2.1897  0.148
H 4.5260 1.5546 0.1131  0.168
H -0.7913 3.1529 -6.8656  0.196
H 0.7194 -2.3391 -1.0570  0.177
H -1.2712 -0.2946 -3.9518  0.117
H -0.3948 1.8343 2.6881  0.199
H 2.9595 2.4004 0.1404  0.198
H -0.9538 -0.4411 4.6750  0.194
H 0.1162 -1.6096 3.2552  0.157
H 0.2796 -5.3746 -2.6317  0.185

Atoms 1-2, force components in eV/Å:
Ni 1.0 0.0 -0.4
Cl -0.8 -0.3 0.5

## Properties
- Net charge: -1
- ⟨S²⟩: 2.008
- LUMO (alpha / beta): 2.9 / 2.2 eV
- Multiplicity: 3
- Energy relative to the best compared isomer or geometry (same formula, charge and spin): 62.0 kcal/mol
- Highest occupied orbital energy (alpha / beta): -4.07 / -4.06 eV
- Orbital gap (alpha / beta): 7.0 / 6.3 eV


Record 3
Entry from OMol25: a structure of composition C21H37ClN3O4Sr at a distorted geometry (wB97M-V/def2-TZVPD).

Each line ends with the natural charge from an NBO analysis.
Positions of all 67 atoms, in Å:
Sr -0.9165 -0.1375 0.4338  1.802
Cl -3.3482 0.6626 1.5721  -0.907
O -0.0556 0.0249 2.7252  -0.747
O -0.4421 -2.5896 0.0941  -0.740
O 1.0322 -0.3709 -3.5067  -0.943
O 1.5517 -0.1189 -0.0435  -0.750
N -1.2606 0.2006 4.6601  -0.410
N 0.5212 -4.4032 -0.9134  -0.410
N 3.1551 1.2570 -0.9106  -0.425
C -3.4408 1.1703 -1.7612  -0.680
C 0.4023 4.2864 -5.0077  -0.274
C -2.2493 0.9539 5.4151  -0.401
C -0.2653 1.9918 -5.4319  -0.224
C 0.4114 -3.0930 -0.6804  0.546
C -1.8860 -1.3166 -2.5065  -0.675
C -1.2668 0.0477 -2.4139  -0.119
C -1.9624 1.1166 -1.9573  -0.216
C 2.3989 0.1510 -0.9184  0.568
C 3.7874 1.7081 -2.1416  -0.411
C 0.6680 3.9578 -3.6711  -0.170
C 3.3298 2.0495 0.3005  -0.422
C 0.4311 2.6554 -3.2094  -0.261
C -0.0781 3.3034 -5.8842  -0.233
C 0.0223 1.6735 -4.1053  -0.005
C -0.9202 0.5859 3.4422  0.530
C -0.6191 -0.9471 5.2816  -0.421
C -0.4087 -5.3545 -0.3182  -0.420
C 1.6196 -4.9479 -1.6988  -0.402
C -0.1406 0.2250 -3.6126  0.138
C -0.0657 2.7133 0.2712  -1.395
H -0.3161 3.5561 -6.9188  0.191
H 2.3972 2.5693 0.5644  0.257
H 0.0561 -1.4107 4.5594  0.247
H -1.7676 1.4912 6.2445  0.184
H 1.0369 4.7102 -2.9709  0.193
H 4.8809 1.6214 -2.0667  0.169
H 3.6401 1.4089 1.1385  0.197
H -0.0592 -0.6222 6.1654  0.188
H 3.5282 2.7585 -2.3359  0.207
H -2.7021 1.6700 4.7201  0.239
H 3.4191 1.0797 -2.9607  0.252
H 4.1214 2.7768 0.0911  0.187
H -0.7602 -6.0438 -1.0960  0.196
H 2.5904 -0.5190 -1.7719  0.168
H -1.2475 -4.8087 0.1185  0.248
H -2.6990 -1.3171 -3.2591  0.213
H 0.0982 -5.9492 0.4541  0.191
H 0.5161 2.4087 -2.1437  0.266
H -1.1398 -2.0528 -2.8274  0.221
H -1.5217 1.4172 3.0426  0.194
H -1.4893 2.0849 -1.7957  0.247
H -0.6780 -0.2922 -4.4437  0.094
H 2.2868 -5.5533 -1.0673  0.189
H -0.6411 1.2081 -6.0970  0.200
H 2.1817 -4.1140 -2.1338  0.232
H -2.3434 -1.6551 -1.5604  0.187
H -3.9084 1.8261 -2.5137  0.212
H 1.1196 -2.4573 -1.2471  0.184
H 0.6134 3.4468 -0.1695  0.168
H 1.2304 -5.5916 -2.4992  0.198
H -1.1091 3.0461 0.3505  0.177
H -1.3844 -1.6630 5.6024  0.193
H -3.6839 1.5725 -0.7682  0.253
H -3.0176 0.2800 5.8136  0.197
H -3.9290 0.1876 -1.8238  0.195
H 0.3220 2.2479 1.1905  0.151
H 0.5819 5.3066 -5.3625  0.192

Atoms 1-2, force components in eV/Å:
Sr 0.8 1.1 -0.5
Cl -0.3 -0.3 0.3

## Properties
- Net charge: -1
- LUMO: 2.3 eV
- Highest occupied orbital energy: -2.19 eV
- Orbital gap: 4.5 eV